Record 1
{
  "formula": "C33H57GdNP2Si",
  "method": "ωB97M-V/def2-TZVPD",
  "spin_multiplicity": 8,
  "homo_lumo_gap_ev": [4.990, 4.106],
  "lumo_energy_ha": [-0.151, -0.180],
  "total_charge": 1,
  "max_force_ha_per_bohr": 0.217,
  "symbols": ["Si", "P", "H", "H", "C", "H", "C", "C", "C", "H", "C", "H", "H", "C", "C", "C", "H", "H", "H", "C", "C", "H", "H", "C", "N", "C", "H", "H", "C", "H", "P", "C", "C", "C", "H", "H", "C", "H", "H", "C", "C", "C", "C", "H", "H", "C", "H", "H", "C", "H", "H", "H", "H", "H", "H", "H", "H", "H", "C", "H", "H", "H", "H", "H", "H", "H", "H", "C", "H", "H", "H", "C", "C", "H", "H", "H", "H", "C", "C", "C", "H", "H", "H", "Gd", "H", "H", "C", "H", "C", "H", "H", "H", "H", "C", "H"],
  "coordinates": [[1.862, 2.126, 0.963], [1.631, 3.526, -3.786], [3.583, -1.747, 4.114], [3.976, 3.293, 0.552], [-3.122, -0.010, 2.219], [-0.208, -3.983, -1.200], [1.452, -0.460, 1.754], [-0.244, 1.357, -2.744], [-3.344, 3.366, 0.642], [1.117, 2.211, 3.344], [3.465, 2.447, 0.066], [1.462, -2.192, -4.685], [-5.181, -0.095, 0.190], [0.468, 3.200, 0.302], [-1.858, 3.291, 3.406], [-1.469, -5.918, 0.269], [-1.790, 1.129, 5.180], [0.301, 5.498, -3.906], [-1.820, 0.439, -1.560], [2.306, 0.548, -2.702], [2.637, -0.650, 2.526], [-0.577, -1.126, 1.423], [2.157, 2.433, -5.902], [0.685, -4.338, -0.650], [1.392, 0.448, 0.707], [1.717, -3.258, -0.470], [-0.400, 4.394, -2.707], [-3.650, -1.733, 3.355], [1.181, 1.343, -3.189], [-0.911, -0.151, 4.315], [-0.012, -5.040, 0.964], [-3.370, -1.462, 2.328], [2.543, -0.661, -3.641], [1.115, -6.478, 1.170], [-2.478, -2.053, 2.068], [-1.991, -6.399, 1.109], [-4.221, 0.377, -0.073], [0.560, -7.287, 1.665], [-2.421, 4.205, 3.178], [-3.107, 2.156, 1.454], [-3.505, 0.828, 1.138], [0.306, -1.797, -2.970], [1.200, -1.307, -4.088], [0.693, 3.474, -6.063], [3.304, 2.704, -0.989], [0.045, 4.449, -3.709], [0.649, -0.636, -4.758], [1.171, 1.294, -4.288], [-0.742, 0.300, -1.733], [-1.175, -6.677, -0.469], [3.077, -0.290, -4.529], [-0.494, 2.676, 0.382], [4.130, 1.573, 0.121], [-1.300, -1.798, -1.578], [2.882, 2.033, 3.243], [-3.640, -0.372, -0.632], [-0.666, 4.095, -4.465], [-4.181, -1.768, 1.656], [0.323, -1.281, 2.028], [2.610, -3.415, -1.103], [-3.636, 4.209, 1.283], [3.223, 1.100, -2.446], [-0.505, -2.867, 3.229], [-0.493, 2.340, -2.317], [-0.327, 0.525, -0.703], [3.515, -0.037, 2.297], [3.217, -1.428, -3.203], [-2.453, 2.128, 2.715], [-0.811, 3.460, 3.106], [1.103, -5.206, -1.189], [-4.431, 1.218, -0.744], [-1.901, 0.307, 4.463], [1.537, -2.391, 3.802], [-2.443, 3.673, 0.089], [-4.146, 3.198, -0.085], [1.558, -3.126, 4.610], [1.938, -6.161, 1.823], [1.689, 3.382, -5.612], [2.668, -1.613, 3.531], [-2.469, 0.791, 3.191], [2.130, 3.610, 2.917], [-1.873, 3.142, 4.492], [-2.145, -5.184, -0.191], [1.406, -0.852, -1.379], [0.402, 4.118, 0.907], [2.334, 4.205, -5.946], [0.367, -2.234, 3.043], [2.003, -3.118, 0.581], [-0.586, -1.156, -2.117], [-0.887, 1.282, -3.641], [-2.549, -0.458, 4.912], [0.283, -2.896, -2.909], [0.632, 3.498, -0.742], [2.012, 2.524, 2.785], [1.513, -6.816, 0.206]]
}

Record 2
{
  "formula": "C4H12O4",
  "method": "ωB97M-V/def2-TZVPD",
  "homo_lumo_gap_ev": 9.945,
  "lumo_energy_ha": 0.004,
  "smiles": "O=CCCCO.O.O",
  "max_force_ha_per_bohr": 0.097,
  "symbols": ["C", "H", "H", "H", "H", "C", "H", "O", "H", "H", "C", "O", "H", "H", "O", "C", "H", "O", "H", "H"],
  "coordinates": [[1.367, 0.903, 1.789], [3.520, 0.756, -0.572], [0.432, 0.377, -0.098], [1.161, 1.758, -0.353], [2.912, -0.513, 0.448], [2.375, -0.664, -1.600], [3.335, -0.601, -2.147], [-5.724, -0.652, 0.418], [-2.562, -1.828, -0.962], [0.849, 0.117, 2.399], [1.350, 0.807, 0.197], [1.466, -1.135, -2.176], [2.386, 0.882, 2.056], [-2.813, -1.237, -2.381], [0.859, 2.181, 2.104], [2.640, 0.057, -0.393], [-5.148, -0.193, 1.129], [-3.041, -1.906, -1.712], [-5.205, -1.083, -0.218], [-0.157, 1.974, 2.072]]
}

Record 3
{
  "formula": "C23H16Cl5IN3O6Tl",
  "method": "ωB97M-V/def2-TZVPD",
  "homo_lumo_gap_ev": 6.021,
  "lumo_energy_ha": 0.136,
  "total_charge": -2,
  "max_force_ha_per_bohr": 0.012,
  "symbols": ["H", "H", "C", "H", "O", "O", "C", "C", "C", "H", "Cl", "N", "C", "C", "C", "C", "O", "H", "H", "I", "O", "H", "Cl", "C", "C", "N", "Tl", "C", "C", "H", "H", "O", "N", "Cl", "C", "H", "C", "H", "C", "H", "C", "O", "Cl", "H", "H", "C", "Cl", "C", "H", "H", "C", "C", "C", "C", "C"],
  "coordinates": [[5.777, 3.667, -0.530], [-0.452, -4.530, 1.022], [2.498, 4.562, -0.642], [3.492, -5.192, 0.681], [-0.619, -0.020, 1.286], [-3.073, 2.039, -1.408], [-2.506, -1.375, 1.956], [4.703, 3.562, -0.629], [-0.191, -4.540, -0.039], [2.013, 6.644, -0.367], [-4.129, -1.854, 5.635], [0.681, -2.097, -2.364], [-1.375, -0.489, 2.170], [0.468, -5.858, -0.389], [0.269, 5.472, -0.739], [-3.738, 2.877, -2.037], [-4.534, 3.764, -1.722], [0.673, -5.887, -1.468], [1.864, -3.550, 1.472], [5.403, 0.650, -1.099], [1.686, -6.031, 0.334], [-4.196, -2.379, 2.828], [-3.288, 4.422, -4.340], [0.683, -2.751, -1.407], [-1.952, -0.553, 4.581], [0.762, -3.462, -0.283], [-0.537, 0.545, -1.352], [-2.841, -1.994, 0.689], [2.617, -4.987, 0.065], [-0.276, 0.475, 3.760], [2.910, -5.014, -0.992], [2.241, 0.931, -1.207], [0.589, 3.138, -1.066], [-5.070, 2.126, -4.360], [-0.209, 4.175, -0.991], [-0.170, -6.700, -0.126], [-3.337, -1.747, 3.030], [2.714, -2.828, 0.094], [-3.556, 2.790, -3.665], [-1.272, 3.984, -1.122], [2.743, 2.062, -1.015], [-2.227, -1.981, -0.363], [4.647, 6.223, -0.143], [-3.823, -2.524, 0.718], [-0.424, 6.303, -0.690], [-3.079, -1.352, 4.310], [-2.208, 1.754, -4.168], [3.902, 4.666, -0.494], [-1.740, -0.264, 5.603], [-1.091, -4.363, -0.619], [1.924, 3.289, -0.902], [2.038, -3.625, 0.397], [4.141, 2.314, -0.893], [1.611, 5.660, -0.565], [-1.139, -0.149, 3.561]]
}

Record 4
{
  "formula": "C21H32BNO14",
  "method": "ωB97M-V/def2-TZVPD",
  "homo_lumo_gap_ev": 8.751,
  "lumo_energy_ha": -0.034,
  "smiles": "C[C@@H](O)Cc1c(CB(O)O)ccc2c1C(=O)NC2=O.COC(=O)OC.COC(=O)OC.COC(=O)OC",
  "max_force_ha_per_bohr": 0.065,
  "symbols": ["O", "C", "O", "C", "H", "C", "H", "H", "C", "H", "O", "H", "H", "H", "H", "C", "H", "H", "H", "H", "O", "C", "C", "O", "H", "C", "C", "C", "O", "O", "H", "H", "C", "H", "O", "O", "H", "H", "H", "C", "C", "H", "H", "H", "O", "H", "H", "H", "C", "C", "C", "O", "C", "O", "O", "C", "N", "B", "H", "C", "H", "H", "H", "C", "C", "H", "O", "H", "H"],
  "coordinates": [[7.176, 1.706, 0.564], [-0.337, -0.958, 1.418], [-8.138, -0.204, -1.370], [-2.715, -1.749, 0.483], [9.875, 3.817, -1.173], [-0.855, -0.902, 2.884], [0.664, -0.445, 4.784], [2.963, 3.533, -0.933], [1.980, 3.200, -1.262], [-3.228, -1.217, 1.317], [2.251, 0.179, 3.107], [-1.382, -1.658, -1.942], [-10.132, -0.502, -1.882], [0.988, -0.979, -2.494], [-9.530, 1.159, -1.973], [1.517, -0.603, -0.343], [-0.942, -4.042, 0.185], [-2.626, 4.614, -1.861], [-3.284, -4.921, 1.553], [-5.734, -3.180, -1.762], [-0.672, 5.263, -2.153], [1.024, -0.593, 1.060], [-7.714, -1.466, -1.506], [-3.673, -4.028, 1.457], [0.481, -4.029, 3.910], [8.100, 2.069, -0.329], [-6.086, -2.944, -0.756], [-1.214, -1.350, 0.296], [8.019, 1.947, -1.524], [-8.205, -2.305, -2.215], [-9.055, 0.003, -3.225], [-0.690, 0.148, 3.260], [6.000, 1.123, -0.009], [1.531, 2.605, -0.464], [-1.852, -4.157, -0.138], [3.681, 0.217, -1.295], [1.571, -2.919, 3.031], [2.102, 2.603, -2.166], [10.625, 2.192, -1.058], [-0.719, -1.366, -1.090], [-0.220, -1.969, 3.867], [-1.074, -2.389, 4.475], [-6.810, -3.685, -0.418], [-0.011, -3.552, 2.243], [9.138, 2.595, 0.338], [10.986, 3.434, 0.150], [-1.965, -1.053, 2.859], [5.499, 1.834, -0.665], [-0.049, 4.097, -1.942], [-2.019, 5.132, -2.604], [2.996, -0.111, -0.376], [1.194, 4.362, -1.526], [10.209, 3.030, -0.497], [0.692, -1.416, 4.827], [-6.648, -1.632, -0.714], [0.645, -0.991, -1.431], [3.356, -0.179, 1.051], [-2.761, -3.363, 0.615], [-2.419, 6.136, -2.739], [-9.280, 0.117, -2.164], [-3.235, -1.485, -0.483], [6.248, 0.210, -0.551], [-2.056, 4.612, -3.561], [0.492, -3.181, 3.167], [2.204, -0.133, 1.961], [3.556, -1.194, 1.110], [-0.524, 3.002, -2.100], [-5.234, -2.961, -0.079], [5.328, 0.871, 0.804]]
}